# 1
C7H17NSi in the gas phase, computed with wB97M-V/def2-TZVPD.

Last column: Mulliken charge in e.
Atoms and positions in Å:
H: -2.174008 -0.934770 -1.691234  0.27
N: -1.459768 -1.397799 -1.009234  -0.66
C: -0.587538 -0.670160 -0.486665  0.29
C: 0.468629 -1.631518 0.562804  0.62
C: -0.223957 -1.950472 1.893473  -1.15
C: 0.786645 -2.821541 -0.280480  -1.71
Si: -0.266949 1.186082 -0.418725  0.43
C: 1.549803 1.477778 -0.931212  -1.07
C: -1.395546 2.200061 -1.495263  -1.18
C: -0.617176 1.936864 1.275131  -1.10
H: 1.480924 -1.098986 0.786535  0.23
H: -0.183819 -1.042168 2.502149  0.27
H: 0.576318 -2.641882 2.257576  0.36
H: -1.245892 -2.417747 1.764459  0.29
H: -0.012994 -3.372779 -0.541254  0.47
H: 1.554249 -3.571751 0.087865  0.34
H: 1.155892 -2.487388 -1.233262  0.39
H: 2.094731 1.959113 -0.046699  0.32
H: 2.182013 0.554292 -1.234432  0.28
H: 1.654953 2.423583 -1.585291  0.35
H: -2.327993 2.381917 -0.988123  0.31
H: -1.053173 3.126591 -1.933399  0.35
H: -1.665385 1.625520 -2.369558  0.35
H: -0.233376 2.880229 1.591660  0.42
H: -1.740577 1.866861 1.499071  0.28
H: -0.204256 1.284563 2.105639  0.26

Force components x, y, z for each atom (eV/Å):
H 1.6382 -0.4757 1.6464
N -1.9447 0.2992 -2.0089
C 1.7653 -1.0038 2.6381
C -0.4425 2.3755 -1.3728
C 1.1469 -0.4391 -0.8127
C 3.4518 -0.0136 0.4197
Si 0.8934 1.5150 -0.1864
C 1.5738 1.1187 0.6770
C -0.3173 -0.6790 -0.7728
C -1.1172 -2.6850 1.9729
H -1.8846 -0.3924 -0.4034
H -0.5470 -0.3404 0.1737
H -1.2687 0.0439 0.6687
H 1.2929 0.5366 0.3052
H -3.1530 -1.8187 -0.5313
H -0.6912 1.1131 0.1617
H 0.4923 0.2664 -0.5144
H -0.6435 -1.1295 -0.5781
H -1.1292 1.7816 0.1241
H -0.3009 -1.9624 0.1039
H -0.3938 0.1977 0.3232
H 0.4707 0.3683 0.3522
H -0.1924 -0.4183 -0.4893
H 0.1360 1.0371 -0.5324
H 1.4173 0.4032 -0.4868
H -0.2527 0.3018 -0.8774

Summary:
- ΔE to the lowest compared entry with this formula, charge and spin (kJ/mol) = 189.9
- calculated total energy (eV) = -16901.075
- HOMO energy (eV) = -8.651
- gap between HOMO and LUMO (eV) = 9.50
- lowest unoccupied orbital energy (eV) = 0.9
- SMILES string = [H]/N=C(/C(C)C)[Si](C)(C)C

***

# 2
A molecular structure, C61H48AuF5N8O7S6, computed with wB97M-V/def2-TZVPD.

Last column: Mulliken charge in e.
Atoms and positions in Å:
Au: -0.012805 1.208535 0.365506  2.80
N: 0.207142 -2.241356 -0.348497  0.90
S: -0.278041 -3.881389 -0.171360  1.79
N: 0.054499 -4.552694 1.065488  -1.26
S: -0.944402 -1.608864 3.272793  1.83
N: -1.139543 -0.149707 3.981699  -0.31
S: -0.731891 1.218813 3.315982  1.14
N: -1.087135 1.726477 1.919673  -0.67
C: -1.668326 2.353675 4.325181  0.12
C: -1.623694 3.697281 3.968401  -0.19
C: -2.363094 4.608156 4.700512  -0.83
C: -3.139592 4.177140 5.769440  -0.62
C: -3.182611 2.833268 6.103879  -0.80
C: -2.446289 1.905243 5.378745  -0.25
C: 0.950814 1.591343 3.792232  0.77
C: 1.626285 2.561441 3.062718  -0.39
C: 2.927029 2.880490 3.417764  -0.99
C: 3.534565 2.235059 4.487240  -0.69
C: 2.843463 1.272448 5.208653  -0.87
C: 1.541198 0.942803 4.863543  -0.47
C: -0.425422 -2.614664 4.640461  -0.23
C: -0.002742 -3.899608 4.330116  -0.08
C: 0.431442 -4.716096 5.361316  -0.70
C: 0.456097 -4.243209 6.667611  -0.64
C: 0.037919 -2.951298 6.952915  -0.86
C: -0.408243 -2.121634 5.933565  -0.34
C: -2.622691 -2.178673 3.020754  0.70
C: -3.285237 -3.045740 3.875419  -0.64
C: -4.623010 -3.322705 3.631173  -0.85
C: -5.277806 -2.731884 2.559680  -1.21
C: -4.598622 -1.863918 1.714084  -0.33
C: -3.260193 -1.589309 1.936556  0.23
C: -2.028074 -3.722619 -0.515837  0.51
C: -2.598780 -2.691424 -1.249272  0.73
C: -3.975627 -2.680328 -1.429949  -1.19
C: -4.760537 -3.685283 -0.882852  -0.65
C: -4.177262 -4.701619 -0.137242  -0.77
C: -2.804795 -4.722348 0.056486  -0.83
C: 0.389823 -4.522116 -1.704613  0.12
C: 1.266313 -5.577729 -1.537124  -0.39
C: 1.814901 -6.180289 -2.663758  -0.84
C: 1.468364 -5.730763 -3.927633  -0.52
C: 0.577105 -4.671894 -4.081589  -0.88
C: 0.031409 -4.059482 -2.967498  -0.03
H: -1.034726 4.013240 3.118333  0.37
H: -2.346596 5.654897 4.427798  0.46
H: -3.716242 4.893288 6.339925  0.42
H: -3.797471 2.498011 6.928430  0.46
H: -2.489890 0.851710 5.609804  0.31
H: 1.140675 3.053721 2.228001  0.59
H: 3.467889 3.634020 2.859855  0.48
H: 4.553425 2.481036 4.756205  0.41
H: 3.320766 0.768323 6.038231  0.46
H: 1.002706 0.175786 5.401863  0.32
H: -0.004740 -4.247889 3.300794  0.51
H: 0.764573 -5.720761 5.138150  0.49
H: 0.807058 -4.884260 7.465712  0.40
H: 0.058222 -2.583695 7.970303  0.47
H: -0.747970 -1.116025 6.138693  0.26
H: -2.776446 -3.504085 4.711767  0.50
H: -5.155915 -3.994525 4.291155  0.45
H: -6.323546 -2.948681 2.383415  0.43
H: -5.105889 -1.392671 0.882622  0.66
H: -2.730075 -0.904263 1.282587  -0.69
H: -1.988565 -1.897152 -1.652532  0.21
H: -4.429503 -1.879848 -2.000263  0.50
H: -5.832883 -3.673837 -1.031844  0.44
H: -4.791716 -5.482016 0.292576  0.44
H: -2.324240 -5.486905 0.653041  0.49
H: 1.496523 -5.910383 -0.531506  0.49
H: 2.507955 -7.003410 -2.550538  0.44
H: 1.894485 -6.204093 -4.802696  0.42
H: 0.305648 -4.328119 -5.071050  0.47
H: -0.650121 -3.226458 -3.081300  0.27
F: -5.476365 5.522291 1.214821  -0.31
C: -4.754154 4.499096 0.773633  0.67
C: -4.079574 4.593504 -0.430883  0.30
F: -4.181820 5.700296 -1.160366  -0.30
C: -3.310451 3.529165 -0.862560  -0.32
F: -2.692580 3.663791 -2.034037  -0.41
C: -3.177320 2.353022 -0.118047  0.47
S: -2.168072 1.036542 -0.684513  0.00
C: -3.955675 2.260445 1.041486  -0.19
F: -4.078397 1.112388 1.701428  -0.16
C: -4.712842 3.321798 1.497906  0.05
F: -5.435509 3.206999 2.613321  -0.38
C: 3.967189 0.558731 -7.105965  -1.63
C: 3.207872 0.169809 -5.870643  1.12
C: 3.885442 -0.292353 -4.741243  -1.23
C: 3.217170 -0.602438 -3.574370  -0.59
C: 1.829246 -0.493019 -3.549576  0.18
C: 1.123791 -0.041605 -4.664311  -0.81
C: 1.819901 0.291172 -5.815219  -0.88
S: 0.883662 -0.560263 -2.083833  1.15
O: 1.288032 0.618408 -1.280243  -0.14
O: -0.502278 -0.670220 -2.409995  -1.06
N: 1.282449 -1.901230 -1.170592  0.53
C: 2.627808 -1.984160 -0.520245  -1.35
C: 3.005862 -0.900603 0.495570  0.09
C: 2.103476 -0.907479 1.716346  -0.77
O: 2.296277 -1.691633 2.625758  -0.67
O: 1.072668 -0.097082 1.724652  0.59
H: 4.804388 -0.119071 -7.280874  0.49
H: 4.372796 1.566949 -6.994371  0.21
H: 3.323911 0.567855 -7.981318  0.41
H: 4.963093 -0.399249 -4.775491  0.43
H: 3.776895 -0.927439 -2.711653  0.34
H: 0.048917 0.060985 -4.627958  0.62
H: 1.278750 0.673263 -6.670927  0.37
H: 0.195421 -1.770548 0.556083  -0.62
H: 3.367486 -2.004695 -1.315667  0.59
H: 2.631534 -2.964717 -0.044241  0.59
H: 2.982328 0.076877 0.026993  -0.22
H: 4.022016 -1.107963 0.830147  0.76
O: 1.298120 2.592462 -7.801410  -0.61
S: 1.919587 3.867797 -8.133532  1.16
O: 1.020565 5.004754 -8.081613  -0.70
O: 2.813313 3.822537 -9.266314  -0.70
C: 2.984458 4.180670 -6.697843  -0.04
N: 4.229800 4.627471 -6.866017  -0.48
C: 4.935449 4.844335 -5.762861  -0.46
C: 4.441344 4.627950 -4.489599  -0.73
C: 3.124642 4.195753 -4.418828  0.39
N: 2.407532 3.969591 -5.509434  -0.18
C: 2.419498 3.924575 -3.130834  1.40
C: 3.083051 3.816906 -1.913372  -1.01
C: 2.363191 3.472895 -0.785167  -0.31
N: 1.042516 3.285017 -0.782799  -0.14
C: 0.399355 3.464858 -1.941467  -0.58
C: 1.040125 3.757277 -3.129782  -0.88
H: 5.951549 5.199228 -5.905228  0.42
H: 5.052009 4.812993 -3.617927  0.38
H: 4.154616 3.939013 -1.840128  0.32
H: 2.871065 3.319592 0.162596  0.29
H: -0.664572 3.292793 -1.927544  0.59
H: 0.494142 3.845424 -4.059787  0.65

Force components x, y, z for each atom (eV/Å):
Au -0.5002 -1.0397 -0.1504
N -0.2102 0.1965 -0.2551
S 0.1089 0.0393 0.0620
N 0.0663 -0.0496 0.0815
S 0.0434 0.0823 -0.1279
N -0.1512 -0.2446 -0.1148
S 0.1274 0.2753 0.2169
N -0.2447 0.1102 0.1091
C -0.1387 -0.0382 -0.1168
C 0.0550 -0.0595 -0.0167
C -0.0347 0.0225 0.0041
C 0.0028 -0.0082 0.0114
C 0.0125 -0.0095 0.0231
C 0.0037 0.0164 -0.0070
C 0.1034 0.0299 0.0525
C -0.0583 0.0683 0.0984
C -0.0102 0.0033 -0.0111
C 0.0048 -0.0235 0.0107
C 0.0064 0.0132 0.0011
C -0.0198 0.0093 -0.0691
C 0.2358 -0.0188 -0.0320
C 0.0158 0.0069 -0.1255
C -0.0044 -0.0039 0.0710
C -0.0097 -0.0328 -0.0339
C -0.0050 0.0182 0.0008
C -0.1033 -0.0361 0.0325
C -0.0306 0.3039 0.1496
C 0.0038 -0.0222 -0.0280
C 0.0072 -0.0298 -0.0074
C 0.0436 0.0613 0.0011
C -0.0209 0.0062 0.1160
C 0.0526 -0.1043 -0.0013
C -0.1149 0.0717 0.0693
C -0.0334 -0.0045 0.0154
C 0.0388 -0.0933 -0.0666
C 0.0514 -0.0587 -0.1004
C 0.0195 -0.0425 -0.0476
C -0.0684 0.0461 -0.0313
C -0.0649 -0.0322 -0.1011
C 0.0462 -0.0057 -0.0606
C 0.0039 -0.0002 0.0432
C 0.0074 0.0382 -0.0271
C 0.0220 -0.0367 0.0262
C 0.0075 0.0048 0.0757
H -0.0141 0.0078 0.0087
H 0.0249 0.0006 0.0074
H -0.0110 -0.0036 -0.0163
H 0.0006 -0.0043 -0.0075
H 0.0073 -0.0021 0.0027
H 0.0201 0.0189 0.0039
H -0.0068 -0.0006 -0.0054
H -0.0070 0.0070 0.0066
H -0.0002 -0.0125 -0.0112
H 0.0241 -0.0006 -0.0140
H 0.0378 0.0148 -0.0363
H 0.0057 0.0070 -0.0035
H 0.0005 0.0065 0.0043
H -0.0001 -0.0023 0.0018
H 0.0133 0.0068 -0.0035
H 0.0075 0.0275 0.0200
H 0.0032 -0.0137 -0.0149
H -0.0044 0.0038 0.0010
H 0.0108 -0.0273 0.0535
H -0.0025 -0.0184 0.0131
H -0.0338 -0.0598 0.0253
H -0.0088 0.0115 0.0034
H -0.0096 0.0019 0.0027
H -0.0037 0.0157 0.0233
H 0.0000 -0.0080 0.0031
H -0.0008 -0.0032 -0.0074
H -0.0111 -0.0081 0.0008
H -0.0118 -0.0023 -0.0008
H 0.0219 0.0168 0.0051
H -0.0210 -0.0282 -0.0021
F -0.0111 -0.0276 -0.0335
C -0.0531 0.0541 0.0197
C 0.0031 -0.0083 0.0211
F 0.0434 0.0284 0.0028
C 0.0848 -0.0084 0.1011
F -0.1008 0.0101 0.0466
C -0.0792 0.0040 0.1100
S 0.2002 0.3129 -0.2238
C -0.0392 0.0549 -0.2191
F 0.2831 0.0624 0.1112
C -0.0067 -0.0362 0.0467
F 0.0321 0.0045 0.0070
C -0.0244 -0.0619 0.0227
C -0.0379 0.0671 -0.0921
C 0.0420 -0.0303 0.0154
C -0.0227 -0.0240 0.0014
C 0.0477 0.2003 0.1824
C 0.1238 -0.0760 -0.0389
C -0.0607 -0.1067 -0.0009
S 0.0736 -0.2066 -0.0497
O -0.5852 0.2010 -0.2446
O 0.1289 0.0974 -0.1261
N 0.3243 -0.1194 0.5025
C -0.1839 -0.0201 -0.2012
C -0.1261 0.1429 -0.0412
C -0.1803 -0.0604 0.1009
O 0.0466 -0.0014 0.1045
O 0.2746 0.0775 -0.1689
H -0.0016 0.0097 0.0385
H -0.0274 0.0243 -0.0309
H -0.0476 0.0938 -0.0132
H -0.0007 0.0120 0.0019
H 0.0301 0.1253 -0.0442
H -0.0039 0.0286 0.0208
H 0.0712 0.1094 -0.0373
H 0.0400 -0.0795 0.0660
H -0.0320 -0.1353 0.0519
H 0.0000 -0.0090 0.0242
H 0.1510 0.0787 -0.0315
H -0.0251 -0.1066 0.0179
O 0.0364 -0.1385 0.0443
S -0.1528 0.1430 -0.2444
O 0.0699 -0.0941 0.0349
O 0.0419 -0.0657 0.0609
C 0.1364 0.1036 0.5157
N -0.1649 -0.1211 -0.0955
C 0.0913 -0.0402 -0.0537
C -0.0206 0.0714 -0.0088
C -0.0832 -0.1769 0.1137
N 0.0752 0.0040 -0.2456
C 0.0790 0.1255 -0.0540
C 0.0491 -0.1507 -0.0398
C -0.0544 0.0214 0.1150
N 0.1176 0.3144 0.0555
C 0.1763 -0.2228 -0.0045
C -0.0383 0.0902 -0.0275
H -0.0099 0.0226 -0.0110
H -0.0189 0.0216 0.0074
H 0.0136 -0.0002 0.0003
H 0.0010 0.0163 -0.0089
H 0.0138 0.0200 0.0032
H -0.0070 -0.0061 0.0188

Summary:
- ΔE to the lowest compared entry with this formula, charge and spin (kJ/mol) = 7.3
- calculated total energy (eV) = -172569.922
- HOMO energy (eV) = -7.440
- gap between HOMO and LUMO (eV) = 4.90
- lowest unoccupied orbital energy (eV) = -2.5